[1]
# C3H2FNiO2

C3H2FNiO2 as an isolated structure at a distorted geometry (wB97M-V/def2-TZVPD, the OMol25 dataset).

```
! wB97M-V def2-TZVPD RIJCOSX def2/J DEFGRID3
* xyz 1 3
O 1.70 0.67 -0.66
C 0.81 0.34 0.19
O 0.92 -0.50 1.14
C -0.02 0.86 -1.80
C -0.46 0.54 -0.51
H 0.29 0.04 -2.46
H -0.37 1.77 -2.28
F -1.35 -0.53 -0.23
Ni -0.71 -1.30 1.46
*
```

Results
E_HOMO (alpha / beta), eV: -14.53 / -13.60
Orbital gap (alpha / beta), eV: 7.207 / 6.294
M, g mol⁻¹: 147.738
E_LUMO (alpha / beta), eV: -7.32 / -7.31

[2]
# C3H2FO2Pb

C3H2FO2Pb as an isolated structure at a distorted geometry (wB97M-V/def2-TZVPD, the OMol25 dataset).

```
! wB97M-V def2-TZVPD RIJCOSX def2/J DEFGRID3
* xyz -1 1
C -2.27 0.35 -0.44
O -0.43 -1.11 0.06
C 0.47 -0.02 0.06
C -1.75 -0.79 0.00
O 1.04 0.03 -1.04
Pb 2.66 1.54 -1.42
H -1.84 1.08 -1.13
H -2.38 -1.51 0.54
F -3.62 0.57 -0.23
*
```

Results
E_HOMO (alpha / beta), eV: -1.83 / -1.83
Orbital gap (alpha / beta), eV: 5.380 / 5.396
M, g mol⁻¹: 296.245
E_LUMO (alpha / beta), eV: 3.55 / 3.57

[3]
# C3H2FO2Yb

C3H2FO2Yb as an isolated structure at a distorted geometry (wB97M-V/def2-TZVPD, the OMol25 dataset).

```
! wB97M-V def2-TZVPD RIJCOSX def2/J DEFGRID3
* xyz 0 2
F -0.26 -1.45 -1.42
O 0.63 1.11 -0.08
O -1.55 0.57 0.26
C 1.61 -0.12 -0.34
C 0.40 -0.99 -0.20
C -0.38 0.30 -0.06
H 2.23 -0.15 0.56
H 0.29 -1.74 0.58
Yb -2.97 2.48 0.71
*
```

Results
E_HOMO (alpha / beta), eV: -6.38 / -6.38
Orbital gap (alpha / beta), eV: 5.700 / 4.939
M, g mol⁻¹: 262.085
E_LUMO (alpha / beta), eV: -0.68 / -1.44

[4]
# C3H2FPS

C3H2FPS as an isolated structure at a distorted geometry (wB97M-V/def2-TZVPD, the OMol25 dataset).

```
! wB97M-V def2-TZVPD RIJCOSX def2/J DEFGRID3
* xyz 0 1
C 0.40 0.01 -0.64
C 0.35 0.96 0.32
C 1.51 -0.66 -3.14
F 2.09 -0.82 -4.29
P 1.48 0.50 -1.98
S 1.26 2.40 0.15
H -0.13 -0.93 -0.62
H -0.26 0.85 1.20
*
```

Results
E_HOMO (alpha / beta), eV: -8.26 / -8.16
Orbital gap (alpha / beta), eV: 6.072 / 5.571
M, g mol⁻¹: 120.088
E_LUMO (alpha / beta), eV: -2.19 / -2.58

[5]
# C3H2I3N

C3H2I3N as an isolated structure at a distorted geometry (wB97M-V/def2-TZVPD, the OMol25 dataset).

```
! wB97M-V def2-TZVPD RIJCOSX def2/J DEFGRID3
* xyz 0 1
C -0.11 -0.28 -0.78
C 0.63 0.02 1.65
C -0.71 -0.34 -1.97
N 0.41 -0.36 0.33
I 0.06 2.19 1.92
I -2.69 -0.91 -2.03
I 0.55 0.21 -3.48
H 1.79 -0.07 1.94
H 0.08 -0.46 2.42
*
```

Results
E_HOMO, eV: -8.11
Orbital gap, eV: 7.832
M, g mol⁻¹: 432.768
E_LUMO, eV: -0.28

[6]
# C3H2IN

A 2-piece molecular cluster, C3H2IN overall at a distorted geometry (wB97M-V/def2-TZVPD, the OMol25 dataset).

```
! wB97M-V def2-TZVPD RIJCOSX def2/J DEFGRID3
* xyz 0 1
C 2.64 -1.12 -0.02
C -0.70 0.35 0.24
C 0.28 -0.48 -0.06
N 3.71 -1.48 -0.13
I -2.70 -0.20 -0.26
H -0.64 1.27 0.80
H 0.21 -1.40 -0.60
*
```

Results
E_HOMO (alpha / beta), eV: -10.61 / -10.62
Orbital gap (alpha / beta), eV: 7.649 / 7.643
M, g mol⁻¹: 178.960
E_LUMO (alpha / beta), eV: -2.96 / -2.97

What is the M in the second record? 296.245 g mol⁻¹

What did the second record say?
# C3H2FO2Pb

C3H2FO2Pb as an isolated structure at a distorted geometry (wB97M-V/def2-TZVPD, the OMol25 dataset).

```
! wB97M-V def2-TZVPD RIJCOSX def2/J DEFGRID3
* xyz -1 1
C -2.27 0.35 -0.44
O -0.43 -1.11 0.06
C 0.47 -0.02 0.06
C -1.75 -0.79 0.00
O 1.04 0.03 -1.04
Pb 2.66 1.54 -1.42
H -1.84 1.08 -1.13
H -2.38 -1.51 0.54
F -3.62 0.57 -0.23
*
```

Results
E_HOMO (alpha / beta), eV: -1.83 / -1.83
Orbital gap (alpha / beta), eV: 5.380 / 5.396
M, g mol⁻¹: 296.245
E_LUMO (alpha / beta), eV: 3.55 / 3.57

What is the formula in the third record? C3H2FO2Yb